1.
{
  "formula": "C17H40IN4O3",
  "method": "ωB97M-V/def2-TZVPD",
  "charge": 1,
  "max_force_ev_per_a": 1.198,
  "total_energy_ev": -38473.5940,
  "e_above_lowest_kj_mol": 0.00,
  "elements": ["C", "C", "C", "I", "C", "N", "C", "N", "N", "N", "H", "H", "H", "H", "H", "H", "H", "H", "H", "H", "C", "C", "O", "C", "C", "H", "H", "H", "H", "H", "H", "H", "H", "H", "H", "C", "C", "O", "C", "C", "H", "H", "H", "H", "H", "H", "H", "H", "H", "H", "C", "C", "O", "C", "C", "H", "H", "H", "H", "H", "H", "H", "H", "H", "H"],
  "coordinates": [[1.2437, 0.4319, 5.0669], [1.9329, -0.0167, 6.3468], [2.9223, 1.0196, 6.9706], [4.9197, 0.1684, 7.0279], [2.9637, 2.2994, 6.2360], [1.9667, 3.1706, 6.2871], [2.3395, 4.1790, 5.4748], [1.5695, 5.2536, 5.2593], [3.5564, 3.9334, 4.9602], [3.9454, 2.7233, 5.4398], [0.6859, -0.3970, 4.6468], [1.9300, 0.7747, 4.2937], [0.5205, 1.2149, 5.2567], [2.4796, -0.9200, 6.1289], [1.1695, -0.2125, 7.0875], [2.6967, 1.2261, 8.0025], [0.9496, 5.5189, 6.0011], [1.5014, 5.7422, 4.3877], [4.0948, 4.5074, 4.3322], [4.8114, 2.2234, 5.2684], [-1.8468, -1.8276, 0.9782], [-1.0493, -2.0515, 2.2505], [-1.7132, -1.6364, 3.4340], [-2.9502, -2.2745, 3.7078], [-2.8479, -3.7808, 3.8704], [-2.1142, -0.7756, 0.8730], [-1.2651, -2.1252, 0.1070], [-2.7709, -2.4051, 0.9665], [-0.1316, -1.4611, 2.2100], [-0.7427, -3.1001, 2.3340], [-3.6885, -2.0177, 2.9412], [-3.3027, -1.8334, 4.6404], [-2.5084, -4.2704, 2.9572], [-3.8228, -4.1957, 4.1261], [-2.1437, -4.0327, 4.6649], [-4.4797, -2.1619, -3.9189], [-3.8525, -1.1991, -2.9255], [-2.7002, -1.7066, -2.2774], [-1.6150, -2.0565, -3.1201], [-1.0718, -0.9075, -3.9510], [-4.7402, -3.1003, -3.4278], [-5.3849, -1.7264, -4.3423], [-3.8066, -2.3947, -4.7448], [-4.5649, -0.9907, -2.1266], [-3.6304, -0.2396, -3.4059], [-1.8899, -2.8995, -3.7633], [-0.8338, -2.4193, -2.4501], [-1.8151, -0.5171, -4.6468], [-0.2144, -1.2335, -4.5375], [-0.7571, -0.0849, -3.3056], [0.6460, 2.6216, -7.3826], [0.7784, 1.8161, -6.1014], [0.9067, 0.4221, -6.3060], [2.0249, -0.0001, -7.0667], [3.3653, 0.3867, -6.4655], [-0.2080, 2.2737, -7.9646], [0.5028, 3.6770, -7.1491], [1.5326, 2.5392, -8.0124], [-0.1261, 1.9376, -5.5042], [1.6092, 2.1925, -5.4928], [1.9449, 0.3621, -8.0973], [1.9495, -1.0865, -7.1121], [3.4933, 1.4683, -6.4085], [4.1769, -0.0119, -7.0744], [3.4594, -0.0138, -5.4548]],
  "forces_ev_per_a": [[-0.20, 0.03, -0.06], [0.00, 0.61, -0.22], [0.66, -0.87, -0.50], [-0.12, 0.10, 0.09], [-0.15, 0.38, 0.30], [0.38, 0.47, -0.19], [-0.64, -0.48, 0.41], [0.48, 0.05, 0.02], [-0.28, 0.38, -0.34], [-0.34, -0.42, 0.25], [-0.09, -0.21, -0.05], [0.19, 0.00, -0.04], [-0.09, 0.23, 0.02], [0.05, -0.33, 0.19], [-0.07, -0.27, 0.22], [-0.16, 0.13, 0.27], [-0.36, -0.14, -0.01], [0.26, 0.12, -0.11], [0.26, -0.14, 0.00], [0.13, 0.31, -0.26], [-0.07, 0.03, 0.13], [-0.01, -0.08, -0.15], [0.18, 0.16, 0.15], [-0.13, -0.07, 0.00], [0.13, 0.00, -0.04], [0.02, 0.01, -0.04], [0.00, 0.02, -0.02], [0.03, -0.06, -0.06], [-0.01, 0.03, 0.08], [-0.04, -0.02, -0.01], [0.02, -0.04, -0.03], [0.06, 0.06, 0.00], [-0.07, 0.00, -0.02], [-0.01, 0.01, 0.02], [-0.02, 0.00, 0.02], [0.10, -0.08, -0.01], [-0.10, 0.05, -0.09], [0.04, -0.01, 0.19], [0.04, 0.00, -0.12], [-0.10, 0.03, 0.08], [-0.03, 0.01, 0.01], [-0.02, 0.01, 0.02], [-0.02, 0.06, -0.03], [0.05, -0.01, 0.06], [0.02, -0.02, -0.05], [-0.01, 0.02, -0.04], [-0.05, -0.01, 0.06], [0.03, -0.05, -0.07], [0.01, 0.03, -0.01], [0.02, -0.01, 0.00], [0.04, -0.09, -0.07], [0.01, 0.13, 0.00], [-0.08, -0.13, 0.07], [0.09, 0.01, -0.09], [-0.04, 0.07, 0.09], [-0.02, 0.01, 0.01], [-0.02, 0.00, 0.02], [0.03, 0.05, 0.03], [-0.01, -0.08, 0.02], [0.03, 0.01, -0.04], [0.03, 0.04, 0.01], [-0.08, 0.00, 0.03], [0.02, 0.00, -0.07], [-0.01, -0.02, -0.01], [0.01, -0.02, -0.01]]
}

---

2.
{
  "formula": "C17H40O9P2Rh",
  "method": "ωB97M-V/def2-TZVPD",
  "charge": 1,
  "max_force_ev_per_a": 2.956,
  "total_energy_ev": -58287.3245,
  "e_above_lowest_kj_mol": 87.60,
  "spin_multiplicity": 5,
  "elements": ["Rh", "C", "O", "C", "C", "O", "C", "H", "H", "H", "H", "H", "H", "H", "H", "H", "H", "C", "C", "C", "O", "P", "O", "C", "P", "O", "O", "C", "C", "C", "O", "C", "C", "C", "O", "C", "C", "C", "H", "H", "H", "H", "H", "H", "H", "H", "H", "H", "H", "H", "H", "H", "H", "H", "H", "H", "H", "H", "H", "H", "H", "H", "H", "H", "H", "H", "H", "H", "O"],
  "coordinates": [[2.6424, -0.4530, -0.1921], [2.1468, -1.1895, 2.7530], [2.9823, -0.2593, 2.0461], [4.3776, -0.5956, 2.1698], [5.2357, 0.0440, 1.1147], [4.9377, -0.4176, -0.2010], [5.3063, 0.5202, -1.2295], [2.4649, -1.2659, 3.7944], [2.1918, -2.1729, 2.2762], [1.1316, -0.8016, 2.6941], [4.4881, -1.6846, 2.1574], [4.7404, -0.2099, 3.1275], [6.2688, -0.2254, 1.3592], [5.1426, 1.1350, 1.1519], [6.3671, 0.7630, -1.1433], [4.7085, 1.4306, -1.1423], [5.0956, 0.0313, -2.1764], [-1.5302, -3.0616, -3.6887], [-1.3712, -1.6629, -3.1369], [-0.9820, -0.6401, -4.1795], [-0.2863, -1.6704, -2.1608], [-0.3823, -1.8491, -0.6202], [0.9555, -2.0595, -0.0156], [-1.2246, -0.4161, 0.0911], [-0.4494, 1.2040, -0.0051], [1.0251, 1.2220, -0.1483], [-1.0966, 2.0054, -1.1944], [-2.4264, 2.6193, -1.1252], [-3.2972, 2.0169, -2.2032], [-2.2345, 4.1105, -1.2877], [-0.9846, 1.8265, 1.3433], [-0.3883, 3.0563, 1.8883], [-1.5127, 3.8317, 2.5330], [0.7099, 2.6587, 2.8496], [-1.3986, -3.0261, -0.4211], [-1.8523, -3.7177, 0.7851], [-0.8305, -3.6645, 1.9040], [-3.2061, -3.1676, 1.1784], [-2.3107, -3.0641, -4.4507], [-1.8042, -3.7645, -2.9039], [-0.5952, -3.3826, -4.1483], [-2.2858, -1.3608, -2.6158], [-0.0880, -0.9753, -4.7057], [-0.7704, 0.3212, -3.7153], [-1.7916, -0.5204, -4.9006], [-1.3468, -0.6360, 1.1539], [-2.2284, -0.3510, -0.3387], [-2.8396, 2.4048, -0.1352], [-2.8816, 2.2277, -3.1879], [-4.2956, 2.4525, -2.1479], [-3.3926, 0.9379, -2.0866], [-1.8122, 4.3287, -2.2688], [-1.5647, 4.5041, -0.5238], [-3.1953, 4.6188, -1.1996], [0.0316, 3.6162, 1.0481], [-1.9407, 3.2599, 3.3571], [-2.2993, 4.0561, 1.8135], [-1.1292, 4.7729, 2.9276], [0.2923, 2.0619, 3.6626], [1.1607, 3.5540, 3.2796], [1.4831, 2.0867, 2.3373], [-1.9605, -4.7467, 0.4447], [-0.6938, -2.6443, 2.2714], [0.1329, -4.0524, 1.5799], [-1.1980, -4.2710, 2.7326], [-3.1287, -2.1400, 1.5377], [-3.6226, -3.7732, 1.9837], [-3.8946, -3.1991, 0.3348], [2.5047, -0.5867, -2.0817]],
  "forces_ev_per_a": [[-1.37, -0.26, -2.61], [0.01, -0.01, 0.06], [0.40, -0.23, -0.34], [0.00, -0.07, 0.43], [0.44, 0.26, -0.06], [-0.09, 0.14, 0.39], [0.21, -0.08, 0.04], [-0.03, 0.09, 0.00], [-0.04, 0.08, 0.06], [0.05, -0.01, 0.03], [0.00, 0.02, -0.06], [-0.03, -0.17, 0.07], [0.03, 0.14, -0.01], [-0.05, -0.02, 0.02], [-0.01, -0.04, -0.05], [0.05, 0.00, -0.02], [0.03, 0.04, 0.02], [-0.02, 0.04, -0.03], [-0.06, -0.02, 0.04], [-0.06, -0.05, 0.00], [0.09, 0.03, 0.15], [0.06, -0.10, -0.06], [-0.01, 0.22, 0.33], [-0.14, -0.06, -0.08], [0.17, 0.27, -0.02], [0.02, -0.29, 0.20], [-0.08, -0.12, 0.01], [0.02, 0.03, 0.10], [0.03, 0.02, 0.00], [-0.03, -0.01, -0.01], [0.02, -0.01, 0.04], [0.01, -0.05, -0.07], [0.05, 0.01, 0.01], [-0.02, 0.06, 0.00], [-0.02, -0.03, -0.14], [0.10, 0.03, 0.03], [-0.08, -0.01, -0.01], [0.01, -0.03, 0.00], [0.00, -0.02, 0.00], [0.01, -0.01, -0.02], [-0.01, -0.02, 0.00], [-0.01, 0.04, -0.02], [0.00, 0.03, 0.00], [-0.01, 0.06, 0.01], [0.02, 0.00, 0.00], [-0.01, -0.01, 0.01], [0.00, 0.01, 0.03], [-0.01, -0.01, -0.06], [0.01, -0.01, -0.03], [0.01, -0.01, -0.02], [0.00, -0.06, 0.00], [0.01, 0.01, 0.01], [0.00, 0.02, -0.01], [0.01, 0.01, -0.01], [0.01, 0.01, 0.02], [-0.01, 0.00, -0.01], [-0.01, 0.01, 0.00], [-0.01, 0.00, 0.01], [0.01, 0.00, 0.00], [0.02, -0.01, 0.00], [0.00, 0.00, 0.02], [-0.01, -0.01, 0.01], [0.00, -0.02, 0.00], [0.00, 0.01, 0.00], [0.02, 0.00, -0.01], [-0.01, 0.00, 0.01], [-0.01, 0.01, -0.01], [0.00, 0.01, 0.01], [0.32, 0.15, 1.55]]
}

---

3.
{
  "formula": "C17H41BFN5O4",
  "method": "ωB97M-V/def2-TZVPD",
  "max_force_ev_per_a": 0.578,
  "total_energy_ev": -37329.4162,
  "smiles": "CNC(C)=O.CNC(C)=O.CNC(C)=O.CNC(C)=O.NCCBCCCF",
  "elements": ["N", "C", "C", "B", "C", "C", "C", "F", "H", "H", "H", "H", "H", "H", "H", "H", "H", "H", "H", "H", "H", "C", "C", "O", "N", "C", "H", "H", "H", "H", "H", "H", "H", "C", "C", "O", "N", "C", "H", "H", "H", "H", "H", "H", "H", "C", "C", "O", "N", "C", "H", "H", "H", "H", "H", "H", "H", "C", "C", "O", "N", "C", "H", "H", "H", "H", "H", "H", "H"],
  "coordinates": [[-4.0876, -1.7397, -0.4032], [-3.6971, -3.0243, 0.1887], [-3.8475, -4.1802, -0.8362], [-2.4087, -4.6830, -1.1655], [-1.8013, -5.8485, -0.3022], [-0.2714, -6.0091, -0.1636], [0.5790, -5.5766, -1.3364], [0.7800, -4.1955, -1.3236], [-3.3551, -1.4370, -1.0359], [-4.0865, -1.0402, 0.3282], [-4.3310, -3.2105, 1.0547], [-2.6585, -2.9899, 0.5631], [-4.4271, -4.9932, -0.3876], [-4.3895, -3.7921, -1.6990], [-1.7676, -4.1735, -2.0364], [-2.2342, -6.7848, -0.6800], [-2.2323, -5.7440, 0.7023], [0.0921, -5.4895, 0.7277], [-0.0393, -7.0678, 0.0032], [1.5707, -6.0316, -1.2891], [0.1304, -5.8405, -2.2962], [3.6682, -2.7255, -1.4707], [5.0280, -2.3747, -0.9114], [6.0579, -2.5698, -1.5324], [5.0654, -1.8247, 0.3353], [3.9565, -1.5326, 1.2192], [3.8059, -3.1524, -2.4587], [3.1565, -3.4508, -0.8399], [3.0396, -1.8390, -1.5532], [5.9966, -1.6071, 0.6512], [3.9095, -0.4656, 1.4484], [4.0525, -2.0808, 2.1587], [3.0230, -1.8229, 0.7509], [0.4567, -0.5684, -0.7109], [-0.7457, 0.3462, -0.7176], [-1.7934, 0.0142, -1.2620], [-0.6257, 1.5408, -0.1077], [0.5312, 2.1048, 0.5684], [0.1962, -1.4802, -1.2425], [1.3051, -0.0936, -1.2052], [0.7470, -0.8179, 0.3104], [-1.4565, 2.1119, -0.1583], [0.2948, 2.3294, 1.6078], [0.8405, 3.0291, 0.0853], [1.3626, 1.4093, 0.5479], [-3.7820, 3.3634, -1.4672], [-2.6603, 4.3690, -1.5917], [-1.9068, 4.6154, -0.6614], [-2.5071, 4.9885, -2.7892], [-3.2916, 4.8155, -3.9957], [-3.7716, 2.9649, -0.4577], [-4.7492, 3.8324, -1.6508], [-3.6522, 2.5405, -2.1708], [-1.7402, 5.6413, -2.8099], [-2.6654, 4.4651, -4.8174], [-3.7568, 5.7565, -4.2939], [-4.0752, 4.0845, -3.8301], [2.1320, 5.7756, 2.7037], [2.5623, 4.3385, 2.8847], [2.7610, 3.6025, 1.9326], [2.7151, 3.8865, 4.1576], [2.5190, 4.6112, 5.3975], [2.0533, 5.9711, 1.6394], [1.1623, 5.9548, 3.1691], [2.8599, 6.4599, 3.1408], [3.0034, 2.9229, 4.2111], [3.4419, 4.6429, 5.9787], [1.7459, 4.1386, 6.0053], [2.2123, 5.6304, 5.1893]],
  "forces_ev_per_a": [[0.04, -0.29, 0.13], [0.10, 0.20, -0.19], [-0.05, -0.22, -0.03], [0.11, -0.10, -0.08], [0.30, 0.39, 0.30], [-0.08, -0.35, -0.03], [0.04, -0.19, 0.01], [-0.09, 0.18, -0.01], [0.00, 0.10, -0.10], [-0.03, 0.12, 0.03], [-0.01, -0.04, 0.01], [-0.04, -0.02, 0.12], [-0.12, 0.09, -0.03], [-0.05, 0.00, 0.06], [0.00, 0.06, 0.00], [-0.07, 0.07, -0.13], [-0.02, -0.17, -0.03], [-0.01, 0.06, -0.09], [0.01, 0.07, 0.05], [0.00, 0.01, 0.05], [-0.07, 0.08, 0.00], [0.13, 0.00, -0.01], [-0.03, -0.01, 0.00], [0.01, -0.01, -0.03], [-0.06, 0.00, 0.02], [0.17, 0.04, 0.01], [0.04, 0.00, -0.01], [-0.07, 0.03, 0.01], [-0.05, -0.02, 0.03], [0.03, 0.00, 0.00], [-0.04, 0.00, -0.02], [-0.04, -0.02, 0.00], [-0.06, -0.01, -0.02], [-0.05, -0.09, -0.06], [0.10, -0.04, -0.01], [-0.07, 0.04, -0.06], [-0.05, 0.03, 0.09], [-0.21, 0.02, -0.14], [0.00, 0.01, 0.02], [0.03, 0.01, 0.03], [0.04, 0.01, 0.01], [0.07, 0.14, 0.00], [0.03, -0.02, 0.03], [0.05, 0.01, 0.02], [0.04, 0.00, 0.01], [0.03, 0.02, 0.00], [-0.04, -0.09, -0.07], [0.05, -0.10, 0.09], [-0.05, 0.02, -0.02], [0.11, 0.07, 0.06], [0.00, 0.01, 0.02], [-0.01, -0.02, -0.02], [-0.01, -0.02, 0.01], [0.03, 0.01, 0.00], [-0.02, -0.03, -0.01], [-0.03, -0.01, 0.00], [-0.02, -0.02, -0.01], [0.01, -0.02, -0.04], [-0.04, 0.06, -0.02], [0.05, -0.05, 0.02], [-0.01, 0.03, 0.06], [0.04, -0.13, -0.06], [0.00, -0.02, -0.02], [0.01, 0.03, 0.02], [-0.02, 0.02, 0.02], [0.01, -0.02, 0.00], [0.00, 0.04, 0.00], [-0.02, 0.03, 0.00], [-0.01, 0.02, 0.01]]
}